[1]
{"formula": "C3H4FN", "method": "ωB97M-V/def2-TZVPD", "symbols": ["C", "C", "C", "N", "F", "H", "H", "H", "H"], "positions_angstrom": [[1.027, -1.500, 0.120], [-0.770, -0.186, 0.966], [-0.913, 2.227, -0.542], [0.000, -0.947, 0.500], [-0.835, 1.451, -1.689], [1.884, -1.706, 0.760], [1.285, -1.778, -0.856], [-1.807, -0.220, 1.211], [0.129, 2.659, -0.470]], "forces_ev_per_angstrom": [[3.891, -2.140, -0.068], [-1.664, 2.609, -0.165], [0.043, -1.115, -1.443], [-0.650, 0.402, 0.465], [0.139, 1.265, 1.720], [-0.635, -0.014, 0.664], [-0.556, 0.066, -1.645], [-0.325, -0.627, 0.593], [-0.243, -0.446, -0.120]], "total_charge": 0, "relative_energy_ev": 6.2713, "homo_lumo_gap_ev": 7.81}

[2]
{"formula": "C3H4FN2O", "method": "ωB97M-V/def2-TZVPD", "symbols": ["C", "C", "C", "N", "N", "O", "F", "H", "H", "H", "H"], "positions_angstrom": [[-0.497, 0.972, -0.290], [-0.577, -0.380, -0.353], [1.060, -0.028, 0.989], [0.623, 1.189, 0.578], [0.329, -1.012, 0.450], [-1.644, -1.499, -1.520], [1.966, -0.097, 1.874], [-0.947, 1.884, -0.615], [0.777, 2.147, 0.848], [0.345, -2.011, 0.379], [-1.435, -1.165, -2.342]], "forces_ev_per_angstrom": [[2.253, -1.147, 1.404], [-1.008, 2.199, -0.106], [-0.693, 2.095, -0.078], [-1.535, -2.125, -0.808], [0.042, 2.219, -0.521], [-2.040, -3.024, 2.292], [0.998, -0.785, 0.651], [-0.679, -0.278, -0.667], [1.044, -0.209, 0.779], [0.896, -0.527, 0.837], [0.721, 1.581, -3.783]], "total_charge": 1, "s_squared": 2.01, "homo_lumo_gap_ev": [9.67, 6.63], "multiplicity": 3}

[3]
{"formula": "C3H4FN3", "method": "ωB97M-V/def2-TZVPD", "symbols": ["C", "C", "C", "N", "N", "N", "F", "H", "H", "H", "H"], "positions_angstrom": [[-0.452, 0.176, 2.005], [3.217, -0.368, -0.675], [-0.632, -1.062, 2.480], [0.255, 0.485, 0.817], [3.652, -0.258, 0.386], [0.215, -0.147, -0.200], [-0.587, -1.444, -0.259], [-0.801, 1.126, 2.316], [2.607, -0.433, -1.549], [-1.155, -1.194, 3.393], [-0.382, -1.899, 1.877]], "forces_ev_per_angstrom": [[0.034, -0.996, -0.187], [-0.217, 0.179, 1.085], [-0.207, 1.817, -0.683], [-0.678, -2.184, -1.677], [0.010, -0.140, -0.891], [0.979, 1.099, -0.192], [0.014, 0.570, 0.695], [-0.414, 0.400, 1.427], [0.268, -0.058, -0.192], [-0.324, -0.124, 0.663], [0.535, -0.562, -0.049]], "total_charge": 0, "relative_energy_ev": 4.6010, "smiles": "C=C/N=N\\F.C#N", "homo_lumo_gap_ev": 10.41}

[4]
{"formula": "C3H4FN3", "method": "ωB97M-V/def2-TZVPD", "symbols": ["C", "C", "C", "N", "N", "N", "F", "H", "H", "H", "H"], "positions_angstrom": [[0.925, 0.517, 2.361], [0.627, -1.561, 3.743], [-0.337, -0.543, -0.710], [0.921, -0.467, 3.258], [0.562, 0.262, 1.145], [-0.474, -0.269, 0.718], [1.165, -2.743, 3.402], [1.517, 1.395, 2.757], [-1.335, -0.608, -1.183], [0.360, 0.189, -1.104], [0.159, -1.509, -0.667]], "forces_ev_per_angstrom": [[1.899, -0.991, 5.788], [-1.441, -0.750, 0.785], [-0.276, -0.191, 0.670], [0.375, 0.861, -1.529], [-1.012, 0.912, -3.880], [0.281, 0.210, 0.955], [0.611, 0.949, -0.189], [-0.896, -0.783, -1.482], [0.728, 0.098, 0.173], [-0.161, 0.043, -0.590], [-0.109, -0.359, -0.701]], "total_charge": 0, "relative_energy_ev": 5.4986, "homo_lumo_gap_ev": [7.13, 7.61]}

[5]
{"formula": "C3H4FNO", "method": "ωB97M-V/def2-TZVPD", "symbols": ["C", "C", "C", "N", "O", "F", "H", "H", "H", "H"], "positions_angstrom": [[0.180, -0.567, -0.318], [0.017, 1.816, -0.096], [-0.455, -2.335, 1.150], [0.238, 0.585, -0.723], [-0.317, -1.093, 0.900], [-0.265, -3.190, 0.117], [0.506, -1.465, -0.994], [-0.213, 2.390, -1.012], [-0.686, 1.845, 0.839], [0.995, 2.014, 0.137]], "forces_ev_per_angstrom": [[0.662, -3.707, -2.678], [-2.882, 0.039, 0.028], [-0.723, -1.977, 1.659], [0.160, -1.665, -0.229], [0.265, 1.412, -0.400], [0.222, 1.348, -0.221], [-0.547, 1.978, 1.218], [-0.584, 0.893, 1.301], [1.110, 0.129, -1.907], [2.319, 1.551, 1.229]], "total_charge": 0, "relative_energy_ev": 3.6733, "homo_lumo_gap_ev": 10.07}

[6]
{"formula": "C3H4FNO", "method": "ωB97M-V/def2-TZVPD", "symbols": ["C", "C", "C", "N", "O", "F", "H", "H", "H", "H"], "positions_angstrom": [[-0.470, -0.869, -0.410], [0.586, -1.598, -0.230], [0.141, 0.438, -0.857], [0.219, 1.458, -0.020], [1.691, -0.856, -0.364], [0.335, 0.700, -2.169], [-1.522, -0.966, -0.234], [0.608, -2.718, 0.075], [0.317, 1.148, 0.837], [0.602, 2.428, -0.256]], "forces_ev_per_angstrom": [[-2.683, 2.875, -1.243], [3.884, -2.048, 1.133], [0.591, -1.345, -0.409], [0.060, 3.679, -5.972], [-1.193, -1.102, -0.459], [-0.328, -0.012, 1.791], [-0.262, -0.267, -0.083], [0.175, 1.935, -0.514], [0.389, -1.433, 5.544], [-0.633, -2.282, 0.212]], "total_charge": 0, "relative_energy_ev": 2.6081, "smiles": "N/C(F)=C\\C=O", "homo_lumo_gap_ev": 9.02}

[7]
{"formula": "C3H4FNO2", "method": "ωB97M-V/def2-TZVPD", "symbols": ["C", "C", "C", "H", "H", "H", "H", "N", "O", "O", "F"], "positions_angstrom": [[-0.342, 1.379, -0.904], [1.135, -0.509, -0.313], [0.740, -0.831, 0.968], [-2.385, -0.584, 0.382], [-0.294, 2.487, -1.110], [1.872, -1.165, -0.836], [0.104, -0.232, 1.675], [-1.488, 0.956, -0.374], [-1.551, -0.403, -0.022], [0.839, 0.688, -1.123], [1.371, -1.786, 1.657]], "forces_ev_per_angstrom": [[-1.732, -1.289, 1.798], [0.127, -0.069, 1.045], [0.560, 2.859, -1.289], [-1.165, 0.606, 0.227], [-0.018, -1.615, 0.004], [-0.759, 0.890, 0.453], [0.560, -0.659, -1.270], [2.065, 1.024, -0.962], [1.487, 0.411, -1.272], [-1.254, -1.447, 1.695], [0.129, -0.711, -0.428]], "total_charge": 0, "relative_energy_ev": 4.1992, "smiles": "O/N=C\\O/C=C/F", "homo_lumo_gap_ev": 9.97}

[8]
{"formula": "C3H4FNO2", "method": "ωB97M-V/def2-TZVPD", "symbols": ["C", "C", "C", "N", "O", "O", "F", "H", "H", "H", "H"], "positions_angstrom": [[-2.315, 0.234, 0.124], [1.003, -0.631, -0.099], [1.076, 0.708, -0.217], [-0.045, -1.189, -0.470], [-3.072, -0.570, 0.343], [-1.871, 1.219, -0.186], [2.358, 1.093, 0.241], [0.570, 1.467, -1.080], [1.722, -1.071, 0.617], [0.530, 0.896, 1.018], [0.044, -2.156, -0.291]], "forces_ev_per_angstrom": [[-1.460, 0.127, -0.542], [-0.134, -4.027, 0.869], [-0.703, 8.455, 3.743], [-1.159, -1.007, -1.613], [-1.888, -4.108, 1.411], [3.207, 3.979, -0.954], [0.203, 0.581, -1.456], [1.682, -2.627, 2.537], [0.207, -0.108, -0.789], [0.568, 0.200, -3.724], [-0.523, -1.464, 0.519]], "total_charge": 0, "relative_energy_ev": 2.6203, "homo_lumo_gap_ev": 10.75}

[9]
{"formula": "C3H4FNO3", "method": "ωB97M-V/def2-TZVPD", "symbols": ["C", "C", "C", "N", "O", "O", "O", "F", "H", "H", "H", "H"], "positions_angstrom": [[0.680, -0.214, -1.046], [0.823, 0.122, 0.946], [-0.263, 0.338, -0.034], [-1.579, -0.337, 0.140], [-2.570, 0.242, -0.210], [-1.446, -1.339, 0.807], [1.711, -0.329, -0.107], [-0.557, 1.774, -0.302], [0.439, -1.148, -1.616], [1.101, 0.363, -1.805], [1.002, 1.080, 1.560], [0.659, -0.553, 1.666]], "forces_ev_per_angstrom": [[0.191, -2.004, -1.729], [0.954, 3.613, -0.204], [-1.199, 3.759, -2.269], [0.824, 1.244, 1.392], [-0.317, -0.754, -0.298], [-0.997, -0.901, -0.370], [0.616, -0.094, 2.225], [0.611, -3.042, 0.763], [-0.262, 0.204, 1.120], [-0.333, 1.967, -1.393], [0.589, -0.965, -1.497], [-0.676, -3.026, 2.260]], "total_charge": 0, "relative_energy_ev": 6.0765, "homo_lumo_gap_ev": 10.48}

[10]
{"formula": "C3H4FNOS2", "method": "ωB97M-V/def2-TZVPD", "symbols": ["C", "C", "C", "H", "H", "H", "H", "N", "O", "F", "S", "S"], "positions_angstrom": [[-0.009, 0.197, -0.206], [0.615, 1.612, 0.021], [-1.519, 0.221, -0.166], [1.750, -3.029, 0.130], [0.590, 2.142, -0.905], [0.010, 2.061, 0.886], [-1.451, -2.018, 0.071], [0.577, -0.954, -0.066], [-2.124, 1.298, -0.120], [2.038, 1.410, 0.261], [2.043, -1.639, -0.054], [-2.521, -1.301, 0.150]], "forces_ev_per_angstrom": [[1.589, -1.428, 1.408], [0.660, -2.021, 0.575], [-2.305, 1.357, 1.166], [-0.296, 1.750, -0.315], [-0.341, 0.882, -0.309], [1.511, -0.257, -1.214], [1.111, -1.178, -0.039], [-2.050, 0.942, -0.886], [1.522, -1.882, -0.539], [-2.186, 0.382, 0.219], [0.606, -0.467, 0.441], [0.179, 1.918, -0.506]], "total_charge": 0, "relative_energy_ev": 1.8169, "smiles": "O=C(S)/C(CF)=N/S", "homo_lumo_gap_ev": 8.84}

E: -271.07273; -400.84667; -380.69064; -380.65765; -346.43378; -346.47292; -421.66883; -421.72685; -496.87154; -1142.87915 (hartree)